No. 1
# C44H88O29

A cluster of 11 separate species, C44H88O29 in total (ωB97M-V/def2-TZVPD, the OMol25 dataset).

Calculated values
- SMILES = CCOC(=O)OC.CCOC(=O)OC.CCOC(=O)OC.CCOC(=O)OC.CCOC(=O)OC.CCOC(=O)OC.CCOC(=O)OC.CCOC(=O)OC.CCOC(=O)OC.C1CCOC1.C1CCOC1
- Kohn-Sham gap (hartree) = 0.360
- relative energy (zero: lowest compared OMol25 entry of this formula, charge and spin) (kcal per mole) = 85.43

```
! wB97M-V def2-TZVPD RIJCOSX def2/J DEFGRID3
* xyz 0 1
C 5.2980 1.4572 8.9456
C 6.2676 2.1147 7.8916
O 5.6972 2.3128 6.6345
C 5.5940 1.2634 5.6762
O 5.8698 0.1337 5.8704
O 4.9415 1.7444 4.5937
C 4.7305 0.9218 3.5099
H 4.3858 1.9491 9.2834
H 5.8552 1.2121 9.8498
H 5.0534 0.4677 8.5594
H 7.1603 1.4940 7.8158
H 6.6972 3.0583 8.2279
H 4.5534 -0.1190 3.7807
H 5.6110 0.9681 2.8691
H 3.9313 1.3816 2.9286
C 2.3777 1.5584 -7.5502
C 2.6510 0.8861 -6.1092
O 3.9991 1.0040 -5.8220
C 4.5314 0.4497 -4.8165
O 3.9188 -0.0632 -3.8769
O 5.8689 0.5460 -4.9214
C 6.7659 0.0087 -3.8808
H 1.3149 1.6284 -7.7820
H 2.7897 0.9094 -8.3229
H 2.8126 2.5579 -7.5445
H 2.3843 -0.1704 -6.1366
H 2.0422 1.3705 -5.3458
H 7.8231 0.2450 -4.0017
H 6.5376 -1.0337 -3.6586
H 6.5518 0.6150 -3.0007
C 8.7281 5.7361 -4.5338
C 8.1662 6.3013 -3.1990
O 6.8316 5.8774 -3.0101
C 6.6214 4.6418 -2.5907
O 7.4657 3.7928 -2.4318
O 5.2390 4.3771 -2.4753
C 4.7504 3.0934 -2.2308
H 9.0191 4.7061 -4.3276
H 9.6444 6.3215 -4.6103
H 8.1276 5.9700 -5.4129
H 8.2542 7.3853 -3.2710
H 8.8284 6.0032 -2.3862
H 3.7810 3.1051 -1.7327
H 5.3642 2.5842 -1.4877
H 4.7761 2.4726 -3.1264
C -5.5532 2.1533 4.2224
C -4.7579 0.9128 4.4611
O -3.7131 0.8196 3.5146
C -3.8125 0.2748 2.2555
O -2.7231 0.0052 1.6232
O -5.1012 0.1972 1.7573
C -5.3547 -0.4386 0.5380
H -6.1689 2.3801 5.0927
H -6.2433 2.0285 3.3879
H -4.7750 2.8828 3.9980
H -5.2750 -0.0468 4.4527
H -4.1508 1.0558 5.3550
H -4.5771 -1.1864 0.3823
H -5.2568 0.2899 -0.2668
H -6.3316 -0.9211 0.5043
C 2.6959 -0.1029 0.4786
C 2.4260 -0.0532 -1.0525
O 1.0838 0.2691 -1.2423
C 0.1636 -0.6188 -1.2158
O 0.2974 -1.8652 -1.0297
O -0.9402 -0.0054 -1.4478
C -2.1772 -0.7085 -1.4648
H 3.7239 -0.3360 0.7559
H 2.1330 -0.8298 1.0642
H 2.4492 0.9402 0.6764
H 2.6667 -1.0295 -1.4733
H 3.0996 0.6795 -1.4969
H -3.0856 -0.1482 -1.6859
H -2.3235 -1.1914 -0.4987
H -2.0441 -1.5516 -2.1427
C -11.2003 -1.6636 -2.0623
C -10.0861 -1.4361 -0.9993
O -8.7521 -1.3702 -1.5972
C -8.2532 -0.2193 -2.0522
O -8.7475 0.9077 -1.9808
O -7.0261 -0.4237 -2.4941
C -6.1355 0.5995 -2.9583
H -10.9631 -2.5416 -2.6632
H -11.1917 -0.8717 -2.8112
H -12.1155 -1.7876 -1.4835
H -9.9277 -2.2576 -0.3007
H -10.3142 -0.5382 -0.4249
H -6.1997 1.4699 -2.3054
H -6.4570 0.9232 -3.9483
H -5.1037 0.3073 -3.1537
C 2.5372 3.9366 3.4522
C 2.7422 3.9592 1.9545
O 3.9805 3.3890 1.5655
C 5.1534 4.0260 1.7345
O 5.3228 5.1619 2.2943
O 6.1262 3.2602 1.1344
C 7.4428 3.7676 1.0964
H 2.4503 2.8957 3.7636
H 1.7245 4.6011 3.7455
H 3.3729 4.3964 3.9797
H 2.7184 4.8931 1.3929
H 1.9547 3.3389 1.5266
H 7.4988 4.8133 0.7939
H 8.1578 3.2310 0.4727
H 7.9220 3.8462 2.0723
C 1.2118 -1.6011 4.1438
C -0.1587 -1.2452 3.4758
O -0.9044 -0.5692 4.4519
C -1.6729 -1.1645 5.3108
O -1.7378 -2.4067 5.5213
O -2.2801 -0.2498 6.1353
C -3.0643 -0.7711 7.2229
H 1.0492 -2.2106 5.0327
H 1.7882 -0.7171 4.4167
H 1.9220 -2.0595 3.4557
H -0.6895 -2.0991 3.0550
H -0.0220 -0.5350 2.6603
H -2.6188 -0.3308 8.1150
H -2.9284 -1.8424 7.3717
H -4.1196 -0.5206 7.1149
C -1.9386 -5.7316 5.1045
C -1.7530 -5.1568 3.7087
O -1.8157 -6.0990 2.7332
C -1.2705 -6.0858 1.5448
O -1.3697 -7.0755 0.7859
O -0.5375 -4.9771 1.3529
C 0.0602 -4.7491 0.1244
H -2.8621 -6.3092 5.1446
H -2.1111 -5.0540 5.9407
H -1.1245 -6.3873 5.4134
H -0.8095 -4.6161 3.6342
H -2.5225 -4.4042 3.5366
H -0.6681 -4.6109 -0.6748
H 0.7213 -5.5407 -0.2285
H 0.8087 -3.9567 0.1238
C -3.6219 0.4215 -6.2319
C -3.0108 1.5013 -5.3934
C -1.8111 0.7051 -4.7599
O -2.3649 -0.6018 -4.5435
C -3.2244 -0.9498 -5.5385
H -3.3910 0.4831 -7.2954
H -4.7058 0.4600 -6.1233
H -3.7116 1.7436 -4.5944
H -2.7490 2.3514 -6.0234
H -1.4149 1.1975 -3.8719
H -0.9312 0.6154 -5.3971
H -4.1445 -1.4116 -5.1804
H -2.6875 -1.6375 -6.1919
C -4.1737 -5.8824 -3.5206
C -3.5599 -5.2811 -2.3162
C -4.0709 -3.8761 -2.2362
O -4.9380 -3.6527 -3.3818
C -4.6449 -4.6468 -4.3701
H -5.0579 -6.4543 -3.2392
H -3.4877 -6.5445 -4.0488
H -2.4783 -5.3903 -2.3963
H -3.8828 -5.8308 -1.4321
H -3.2394 -3.2465 -2.5528
H -4.5414 -3.4731 -1.3393
H -3.7945 -4.2964 -4.9551
H -5.5625 -4.9362 -4.8823
*
```

=====

No. 2
# C3H4N2O2

The molecule C3H4N2O2 (ωB97M-V/def2-TZVPD, the OMol25 dataset).

Calculated values
- SMILES = Nc1coc(=O)[nH]1
- Kohn-Sham gap (hartree) = 0.336
- relative energy (zero: lowest compared OMol25 entry of this formula, charge and spin) (kcal per mole) = 40.24

```
! wB97M-V def2-TZVPD RIJCOSX def2/J DEFGRID3
* xyz 0 1
N 1.7123 0.0554 0.8524
C 0.5170 -0.1595 0.1468
C 0.1141 -0.8442 -0.9308
O -1.1707 -0.4090 -1.3802
C -1.6830 0.3852 -0.4143
O -2.7907 0.8530 -0.3883
N -0.6452 0.5374 0.5667
H 1.7514 1.0032 1.2158
H 2.5873 -0.1595 0.3794
H 0.5246 -1.5762 -1.5834
H -0.9244 0.3043 1.5147
*
```

=====

No. 3
# C8H7NOS2

The molecule C8H7NOS2 (ωB97M-V/def2-TZVPD, the OMol25 dataset).

Calculated values
- SMILES = N#C/C=C/C1=CC=C(CO)SS1
- Kohn-Sham gap (hartree) = 0.265
- relative energy (zero: lowest compared OMol25 entry of this formula, charge and spin) (kcal per mole) = 89.97

```
! wB97M-V def2-TZVPD RIJCOSX def2/J DEFGRID3
* xyz 0 1
N -1.1581 1.3211 -5.5244
C -0.7407 0.8646 -4.4842
C -0.2983 0.3881 -3.2176
C -0.6367 0.9167 -2.0519
C -0.1542 0.4404 -0.7857
C 1.1738 -0.0356 -0.6275
C 1.6474 -0.5562 0.6428
C 1.1309 -0.4044 1.8226
C 1.6964 -1.0813 3.0115
O 0.7067 -2.0048 3.6644
S -0.3724 0.4716 2.0736
S -1.4386 -0.0326 0.3686
H 0.5040 -0.5819 -3.2551
H -1.2615 1.7687 -1.8809
H 1.8997 -0.0346 -1.6061
H 2.6659 -0.9246 0.5802
H 2.1124 -0.2582 3.7501
H 2.4843 -1.8785 2.8081
H 0.1126 -1.5190 4.0239
*
```

=====

No. 4
# C33H57N12O5

The ion C33H57N12O5 with charge +1 (ωB97M-V/def2-TZVPD, the OMol25 dataset).

Calculated values
- Kohn-Sham gap (hartree) = 0.344
- relative energy (zero: lowest compared OMol25 entry of this formula, charge and spin) (kcal per mole) = 2.10

```
! wB97M-V def2-TZVPD RIJCOSX def2/J DEFGRID3
* xyz 1 1
C -3.5625 -1.2541 -3.8910
C -3.6975 -0.0816 -4.0923
C -3.8441 1.3342 -4.3652
H -3.4400 1.5495 -5.3672
H -4.9128 1.5965 -4.3592
O -3.1533 2.1136 -3.3909
C -3.1176 3.4805 -3.7427
H -4.1373 3.8708 -3.8588
C -2.4043 4.2767 -2.6574
O -1.0713 3.8183 -2.5593
C -0.1831 4.7292 -1.9411
C 1.1723 4.0292 -1.7999
O 1.1232 2.8559 -1.0130
C 1.4575 2.9862 0.3631
H 1.6938 1.9724 0.6950
H 2.3468 3.6147 0.4789
C 0.3076 3.5331 1.2287
N -0.9198 2.8372 0.9289
C -1.1800 1.6215 1.4723
N -1.9262 0.7884 0.7289
C -2.2609 -0.3703 1.3456
N -1.7545 -0.7469 2.5188
C -0.9915 0.1437 3.1441
N -0.7146 1.3675 2.6802
N -0.5133 -0.1888 4.3644
C -0.3387 -1.5827 4.7005
C 1.1746 -1.9238 4.6070
N 1.8217 -0.9090 3.8042
C 1.8901 -0.8764 2.4603
O 2.1684 0.1408 1.8462
C 1.7130 -2.1867 1.6745
N 0.9106 -1.8955 0.5172
C 1.0852 -0.9472 -0.4239
C -0.0391 -1.0524 -1.2193
N -0.7985 -2.0528 -0.7237
N -0.2254 -2.5440 0.3080
C -0.5114 -0.2063 -2.3513
H -1.3462 -0.7235 -2.8353
C 0.5837 0.0935 -3.3848
C 0.0433 1.0250 -4.4677
H -0.2230 1.9986 -4.0644
H -0.8315 0.5802 -4.9376
H 0.7963 1.1799 -5.2347
H 1.4158 0.5854 -2.8693
C 1.0896 -1.2229 -3.9919
C 2.4218 -1.0724 -4.7161
H 2.7547 -2.0383 -5.0857
H 3.1825 -0.6843 -4.0425
H 2.3385 -0.4002 -5.5654
H 0.3377 -1.6071 -4.6835
H 1.2084 -1.9591 -3.1946
N -1.0391 1.0616 -1.7712
H -1.5155 0.8886 -0.8025
H -1.7200 1.5033 -2.4135
H -0.2526 1.7191 -1.6113
H 1.9365 -0.3048 -0.4530
H 1.1551 -2.9520 2.2158
C 3.1042 -2.7081 1.2814
H 2.9913 -3.4512 0.4882
H 3.6901 -1.8754 0.8893
C 3.8212 -3.3341 2.4755
H 3.3200 -4.2668 2.7417
H 3.7817 -2.6578 3.3303
C 5.2975 -3.6093 2.1860
H 5.4201 -4.0193 1.1826
C 6.1444 -2.3438 2.3294
N 6.0054 -1.8095 3.6773
H 6.3827 -2.4702 4.3499
H 6.5323 -0.9480 3.7690
H 5.7921 -1.5741 1.6375
H 7.1861 -2.5820 2.0606
H 5.6646 -4.3508 2.8980
C 1.8604 0.3641 4.5051
C 0.4335 0.6820 5.0195
H 0.1620 1.7128 4.8006
H 0.3555 0.5044 6.0944
H 2.5746 0.2941 5.3283
H 2.1987 1.1188 3.7959
H 1.3323 -2.9218 4.2061
H 1.6369 -1.8859 5.5966
H -0.7102 -1.7645 5.7124
H -0.9260 -2.1647 3.9902
N -3.1453 -1.1735 0.7570
C -3.3704 -2.5264 1.2219
C -4.8677 -2.8378 1.1819
H -5.0427 -3.8903 1.4063
O -5.4008 -2.6115 -0.1028
C -5.2321 -1.2701 -0.4802
C -3.7491 -0.8798 -0.5212
H -3.2401 -1.4627 -1.2959
H -3.6584 0.1843 -0.7340
H -5.7641 -0.6117 0.2242
H -5.6714 -1.1673 -1.4739
H -5.3959 -2.2152 1.9200
H -2.9832 -2.6094 2.2351
H -2.8271 -3.2122 0.5626
H -1.2640 2.9571 -0.0125
H 0.5431 3.3583 2.2777
H 0.1579 4.6030 1.0678
H 1.9059 4.7357 -1.4000
H 1.4940 3.7056 -2.7946
H -0.5787 5.0415 -0.9665
H -0.0583 5.6255 -2.5642
H -2.9199 4.1534 -1.6940
H -2.4284 5.3371 -2.9358
H -2.5814 3.6042 -4.6946
H -3.4763 -2.2886 -3.7315
*
```

=====

No. 5
# C32H42BiN4O

A structure of composition C32H42BiN4O (ωB97M-V/def2-TZVPD, the OMol25 dataset).

Calculated values
- Kohn-Sham gap (spin up / spin down) (hartree) = 0.181 / 0.146

```
! wB97M-V def2-TZVPD RIJCOSX def2/J DEFGRID3
* xyz -1 1
Bi -0.8096 -0.7897 0.6082
N -0.0094 -3.6364 3.5021
N -1.2898 -3.2122 -2.9250
C 0.9711 2.2153 -0.5483
C 2.0526 1.3494 -0.2108
C 2.1115 1.2525 1.2064
C 3.1030 0.4942 2.0006
H 3.8700 0.0570 1.3479
H 2.6234 -0.3197 2.5594
H 3.5867 1.1424 2.7505
C 1.0083 1.9745 1.7410
C 0.6204 2.0276 3.1671
H 1.0029 2.9387 3.6562
H 1.0270 1.1689 3.7188
H -0.4709 2.0319 3.2960
C 0.3165 2.5905 0.6585
C -0.8586 3.4837 0.7858
H -1.6345 3.0466 1.4309
H -1.2984 3.7013 -0.1943
H -0.5612 4.4479 1.2286
C 2.9201 0.6082 -1.1531
H 3.8638 1.1457 -1.3456
H 2.4190 0.4593 -2.1189
H 3.1736 -0.3836 -0.7504
C 0.6125 2.6657 -1.9145
H -0.4517 2.9257 -1.9909
H 0.8271 1.8856 -2.6556
H 1.1981 3.5582 -2.1959
C -0.5805 -4.7340 3.9729
H -0.2654 -5.1046 4.9557
C -1.5606 -5.4543 3.2574
H -1.9963 -6.3415 3.7135
C -1.9457 -4.9884 1.9947
H -2.7997 -5.4276 1.4617
C -1.1837 -3.9924 1.3997
H -1.3188 -3.6721 0.3590
C -0.2133 -3.3069 2.1941
C 0.4669 -2.1353 1.7176
H 1.4060 -1.7909 2.1821
C -1.4540 -1.9400 -3.1646
C -0.2373 -3.6620 -3.7627
H 0.0809 -4.6909 -3.7889
C 0.2205 -2.6080 -4.4978
H 0.9499 -2.5207 -5.2859
N -0.4993 -1.4724 -4.0367
C -0.5007 -0.1498 -4.4794
C 0.5853 0.4191 -5.1733
C 0.3540 1.6265 -5.8483
H 1.1442 2.0216 -6.4943
C -0.8461 2.3248 -5.6832
C -1.0838 3.5484 -6.5239
H -1.6374 4.3064 -5.9560
H -1.6669 3.3134 -7.4325
H -0.1229 3.9745 -6.8449
C -1.8222 1.8384 -4.8008
H -2.7360 2.4125 -4.6306
C -1.6571 0.5958 -4.1714
C -2.6399 0.0972 -3.1759
H -2.9152 -0.9861 -3.3149
H -3.5497 0.7044 -3.2764
H -2.2811 0.2105 -2.1380
C 1.9533 -0.1671 -5.1689
H 2.0689 -0.9929 -5.8804
H 2.2708 -0.5034 -4.1724
H 2.6549 0.6112 -5.4971
C -2.9908 -1.8284 5.7354
N -2.1442 -1.1746 4.7389
C -0.7625 -0.8452 5.0652
C -2.5650 -0.8972 3.5070
C -3.9049 -1.3392 3.0387
O -1.7500 -0.3231 2.7005
H -2.3694 -2.0155 6.6158
H -3.3863 -2.7898 5.3622
H -3.8277 -1.1676 6.0274
H -0.0672 -1.4261 4.4394
H -0.5780 0.2369 4.9662
H -0.6041 -1.1302 6.1060
H -4.4029 -0.5481 2.4629
H -3.7353 -2.2301 2.4143
H -4.5565 -1.6161 3.8745
*
```

=====

No. 6
# C2Cl4F2

The molecule C2Cl4F2 (ωB97M-V/def2-TZVPD, the OMol25 dataset).

Calculated values
- SMILES = FC(Cl)(Cl)C(F)(Cl)Cl
- Kohn-Sham gap (hartree) = 0.446
- relative energy (zero: lowest compared OMol25 entry of this formula, charge and spin) (kcal per mole) = 0.00

```
! wB97M-V def2-TZVPD RIJCOSX def2/J DEFGRID3
* xyz 0 1
F 0.5609 -0.8283 -1.4547
C -0.3502 -0.2515 -0.6591
Cl -1.5962 -1.4357 -0.2708
Cl -1.0446 1.1412 -1.4935
C 0.4095 0.1712 0.6449
F 0.8971 -0.9593 1.1739
Cl -0.6499 0.9445 1.8205
Cl 1.7734 1.2178 0.2387
*
```

=====

No. 7
# C22H47F3N3O7S

A cluster of 3 separate species, C22H47F3N3O7S in total (ωB97M-V/def2-TZVPD, the OMol25 dataset).

Calculated values
- Kohn-Sham gap (hartree) = 0.233

```
! wB97M-V def2-TZVPD RIJCOSX def2/J DEFGRID3
* xyz 1 1
O -3.2767 -0.7610 7.5814
S -3.1716 -1.9153 6.6353
O -4.3147 -1.8326 5.6654
O -3.3489 -3.3070 7.5634
C -1.5517 -2.0315 5.7748
C -1.1358 -0.6541 5.0320
C 0.4627 -0.6898 4.9263
C 1.0699 0.1429 3.7098
C 1.5502 1.6546 3.9170
C 1.6876 2.1273 5.4319
C 3.1413 1.9456 6.0466
F 3.8587 3.1428 6.1309
F 3.9510 1.0411 5.3599
F 2.9647 1.4474 7.3554
C 0.3040 0.1098 2.3073
N 0.7011 -0.8233 1.4533
C 1.8205 -1.5605 2.1005
C 2.3923 -0.7358 3.3401
H -3.6311 -3.0329 8.4656
H -0.6963 -2.2427 6.5078
H -1.5622 -2.9066 5.0566
H -1.4295 0.2384 5.6848
H -1.6679 -0.6696 4.0347
H 0.7340 -1.7874 4.7292
H 0.9698 -0.4404 5.9176
H 0.9045 2.4286 3.3745
H 2.5854 1.7618 3.4411
H 1.4948 3.2563 5.4349
H 0.8965 1.7002 6.1330
H -0.5386 0.7803 1.9424
H 0.3408 -1.0387 0.5034
H 2.7276 -1.6808 1.4358
H 1.3908 -2.5663 2.3932
H 2.7685 -1.2967 4.2473
H 3.2882 -0.1833 2.9254
C -2.8105 -5.8422 -3.0805
O -1.6351 -5.5256 -3.8112
C -1.8483 -4.5704 -4.8518
C -1.2141 -3.2263 -4.4968
N -1.9364 -2.5646 -3.4123
C -1.2252 -1.4308 -2.8240
C 0.1444 -1.6950 -2.1809
O 0.0863 -2.4735 -0.9803
C 0.0047 -3.8792 -1.1858
H -2.5981 -6.7197 -2.4679
H -3.0893 -5.0236 -2.4099
H -3.6440 -6.0763 -3.7469
H -2.9079 -4.4636 -5.1030
H -1.3401 -4.9637 -5.7369
H -1.2233 -2.5814 -5.3818
H -0.1697 -3.4195 -4.2285
H -2.1224 -3.2367 -2.6785
H -1.8846 -1.0199 -2.0511
H -1.1136 -0.6517 -3.5853
H 0.5459 -0.7236 -1.8711
H 0.8755 -2.1160 -2.8758
H 0.5564 -4.2023 -2.0708
H -1.0385 -4.1896 -1.2483
H 0.4341 -4.3761 -0.3136
C -0.1701 3.1290 -6.3191
O 0.9132 3.9428 -5.8974
C 0.5222 5.2639 -5.5180
C 0.6325 5.4529 -4.0056
N -0.3900 4.6876 -3.2958
C -0.1665 4.5823 -1.8540
C 1.1271 3.9084 -1.3729
O 1.1879 2.5056 -1.6360
C 1.5998 2.1675 -2.9531
H 0.2450 2.2339 -6.7852
H -0.7795 2.8127 -5.4670
H -0.7956 3.6449 -7.0517
H -0.4761 5.5201 -5.8855
H 1.2324 5.9428 -5.9988
H 0.5163 6.5156 -3.7685
H 1.6426 5.1480 -3.7117
H -0.4297 3.7515 -3.6787
H -1.0108 4.0116 -1.4514
H -0.2286 5.5833 -1.4143
H 1.1465 3.9946 -0.2817
H 2.0331 4.4047 -1.7314
H 2.3281 2.8742 -3.3574
H 0.7307 2.0932 -3.6090
H 2.0631 1.1789 -2.9217
*
```

=====

No. 8
# C3H12N2OSi

A cluster of 2 separate species, C3H12N2OSi in total (ωB97M-V/def2-TZVPD, the OMol25 dataset).

Calculated values
- SMILES = C[Si](C)(C)N.N=O
- Kohn-Sham gap (hartree) = 0.295
- relative energy (zero: lowest compared OMol25 entry of this formula, charge and spin) (kcal per mole) = 24.86

```
! wB97M-V def2-TZVPD RIJCOSX def2/J DEFGRID3
* xyz 0 1
C -0.2778 1.9435 0.0637
Si -0.2354 0.0669 -0.2083
C 0.7694 -0.3747 -1.7886
C 0.1246 -1.2478 1.2235
N -1.9671 -0.1722 -0.1483
H -0.1354 2.0456 1.1350
H 0.5282 2.4443 -0.5752
H -1.3015 2.4154 -0.2117
H 1.2498 -1.3543 -1.6823
H 0.1993 -0.2474 -2.7240
H 1.7204 0.2620 -1.9564
H 0.5291 -0.7015 2.0996
H -0.8091 -1.8072 1.3814
H 1.0621 -1.8418 0.9836
H -2.6170 0.5345 -0.5153
H -2.5308 -0.9297 0.0392
N 2.8789 0.0414 1.2489
O 3.1477 -0.0212 0.0145
H 2.9110 0.9527 1.7625
*
```